Record 1
{
  "formula": "C8H15NO6PS",
  "method": "ωB97M-V with the def2-TZVPD basis set",
  "total_charge": 1,
  "max_force_ha_per_bohr": 0.016,
  "lumo_energy_ev": -5.167,
  "homo_lumo_gap_ha": 0.2747,
  "elements": ["O", "P", "O", "O", "C", "C", "C", "N", "C", "C", "H", "H", "H", "H", "H", "H", "H", "O", "S", "O", "O", "C", "C", "C", "H", "H", "H", "H", "H", "H", "H", "H"],
  "coordinates": [[1.852, 1.107, 0.056], [2.426, 0.013, 0.818], [3.852, 0.246, 1.464], [1.540, -0.492, 2.024], [2.518, -1.444, -0.284], [1.299, -1.753, -0.917], [1.243, -2.786, -1.800], [2.358, -3.500, -2.053], [3.545, -3.244, -1.475], [3.645, -2.218, -0.581], [4.626, 0.017, 0.938], [1.762, -1.362, 2.378], [0.410, -1.162, -0.725], [0.342, -3.079, -2.323], [2.298, -4.267, -2.712], [4.376, -3.877, -1.750], [4.605, -2.039, -0.114], [-3.689, 0.168, 0.817], [-3.389, 1.193, -0.139], [-2.278, 0.982, -1.022], [-3.232, 2.575, 0.618], [-2.349, 2.591, 1.771], [-0.895, 2.621, 1.365], [-4.816, 1.602, -1.075], [-2.584, 1.725, 2.391], [-2.634, 3.483, 2.324], [-0.609, 1.705, 0.853], [-0.266, 2.732, 2.249], [-0.692, 3.450, 0.687], [-5.641, 1.780, -0.392], [-5.024, 0.748, -1.716], [-4.598, 2.483, -1.672]],
  "forces_ev_per_angstrom": [[0.0, 0.0, 0.0], [0.0, 0.3, 0.0], [0.1, -0.6, 0.1], [0.0, 0.0, -0.2], [-0.2, -0.4, -0.3], [0.3, 0.6, 0.5], [0.1, -0.5, -0.3], [0.1, 0.0, 0.0], [-0.3, -0.3, -0.4], [-0.1, 0.6, 0.5], [0.0, 0.4, 0.0], [0.1, 0.1, 0.2], [0.0, 0.0, 0.0], [0.1, 0.0, 0.0], [0.0, 0.0, 0.0], [0.0, 0.0, 0.0], [0.0, 0.0, 0.0], [0.0, -0.1, 0.0], [0.0, 0.1, 0.1], [0.0, 0.0, -0.1], [0.0, -0.1, -0.1], [0.1, 0.0, 0.3], [0.1, -0.1, -0.1], [0.0, 0.0, 0.0], [0.0, 0.0, 0.0], [-0.1, 0.1, -0.1], [0.0, 0.0, 0.0], [0.0, 0.0, 0.0], [0.0, 0.0, 0.0], [0.0, 0.0, 0.0], [0.0, 0.0, 0.0], [0.0, 0.0, 0.0]],
  "lowdin_charge": [-0.20, 0.42, -0.07, -0.07, -0.14, 0.01, 0.01, 0.11, -0.01, 0.00, 0.09, 0.11, 0.14, 0.16, 0.19, 0.15, 0.12, -0.28, 0.56, -0.30, -0.26, -0.24, -0.08, -0.12, 0.11, 0.12, 0.04, 0.09, 0.09, 0.08, 0.08, 0.08]
}

Record 2
{
  "formula": "C8H15O5Pd",
  "method": "ωB97M-V with the def2-TZVPD basis set",
  "total_charge": 2,
  "max_force_ha_per_bohr": 0.343,
  "multiplicity": 4,
  "lumo_energy_ev": [-9.865, -9.866],
  "homo_lumo_gap_ha": [0.1952, 0.2311],
  "elements": ["C", "O", "C", "C", "O", "C", "C", "O", "H", "H", "H", "H", "H", "H", "H", "H", "O", "C", "C", "O", "C", "Pd", "H", "H", "H", "H", "H", "H", "H"],
  "coordinates": [[-2.754, -1.151, -1.401], [-2.779, -0.486, -0.360], [-2.295, -1.015, 0.925], [-1.739, 0.139, 1.715], [-0.503, 0.610, 1.167], [-0.523, 1.887, 0.516], [0.314, 1.837, -0.743], [0.630, 2.778, -1.388], [-2.262, -2.133, -1.432], [-3.076, -0.639, -2.315], [-1.555, -1.794, 0.707], [-3.176, -1.430, 1.427], [-2.451, 0.971, 1.779], [-1.550, -0.221, 2.733], [-0.141, 2.653, 1.207], [-1.547, 2.149, 0.215], [1.976, 1.250, 0.969], [2.835, 0.770, -0.013], [2.844, -0.759, -0.055], [1.478, -1.237, 0.033], [0.785, -1.281, -1.207], [0.938, -0.122, 1.263], [3.879, 1.101, 0.129], [2.508, 1.140, -1.007], [3.377, -1.177, 0.810], [3.300, -1.157, -0.971], [1.414, -1.884, -1.879], [-0.149, -1.829, -1.357], [0.410, -0.115, -1.378]],
  "forces_ev_per_angstrom": [[0.9, 0.2, -0.6], [-0.5, 0.2, -0.3], [0.1, -0.3, 0.4], [-1.0, 0.0, 0.5], [-15.9, 7.7, -0.7], [-0.8, 1.9, -0.3], [-0.1, 1.8, -0.7], [-0.4, -1.3, 0.8], [-0.5, 0.0, 0.1], [-0.3, -0.2, 0.2], [-0.1, 0.1, 0.1], [0.2, 0.1, -0.1], [0.1, -0.2, 0.0], [0.0, 0.1, -0.2], [0.0, -0.2, -0.2], [0.1, -0.1, 0.1], [5.5, 6.3, -1.1], [1.3, 0.5, -1.8], [1.8, -0.1, -0.6], [2.0, -7.0, -5.9], [-0.5, 2.2, -1.8], [6.9, -9.3, 11.1], [-0.4, -0.1, 0.1], [0.4, -0.1, 0.3], [-0.3, -0.1, -0.1], [0.0, 0.2, 0.2], [0.2, 1.2, -0.5], [-0.1, -0.6, 1.7], [1.6, -2.7, -0.6]],
  "lowdin_spin": [0.00, 0.00, 0.01, 0.04, 0.17, 0.14, 0.41, 0.32, 0.00, 0.00, 0.01, 0.00, 0.01, 0.00, 0.01, 0.00, 0.32, 0.04, 0.03, 0.17, 0.07, 1.19, 0.01, 0.00, 0.00, 0.01, 0.01, 0.00, 0.02]
}

Record 3
{
  "formula": "C8H16",
  "method": "ωB97M-V with the def2-TZVPD basis set",
  "total_charge": 0,
  "max_force_ha_per_bohr": 0.070,
  "smiles": "C/C=C/CCCCC",
  "lumo_energy_ev": 1.154,
  "homo_lumo_gap_ha": 0.3695,
  "elements": ["C", "C", "C", "C", "C", "C", "C", "C", "H", "H", "H", "H", "H", "H", "H", "H", "H", "H", "H", "H", "H", "H", "H", "H"],
  "coordinates": [[0.242, -2.777, -3.033], [0.380, -2.345, -1.550], [0.100, -1.124, -1.148], [-0.201, -0.573, 0.212], [-1.161, 0.684, 0.444], [-0.586, 2.080, 0.471], [0.652, 2.136, 1.440], [0.491, 1.610, 2.860], [1.181, -2.893, -3.471], [-0.301, -1.941, -3.639], [-0.326, -3.678, -3.160], [0.709, -3.035, -0.751], [0.111, -0.339, -1.990], [0.732, -0.279, 0.697], [-0.491, -1.454, 0.827], [-1.687, 0.464, 1.452], [-1.924, 0.697, -0.312], [-1.392, 2.766, 0.738], [-0.086, 2.209, -0.456], [0.983, 3.103, 1.358], [1.522, 1.739, 0.920], [0.010, 0.664, 2.882], [-0.105, 2.337, 3.426], [1.561, 1.494, 3.302]],
  "forces_ev_per_angstrom": [[-1.3, 2.6, 0.8], [-0.1, -1.0, -0.2], [-0.5, 3.0, -1.9], [0.7, 0.0, 1.4], [-0.9, -2.1, 1.2], [1.8, -1.7, 1.8], [-1.1, -1.3, -0.9], [2.2, 1.3, 0.1], [1.6, -0.4, -0.8], [0.9, -1.4, 1.2], [-0.3, -0.5, 0.2], [-0.7, -0.3, -0.7], [-0.7, -1.0, 1.1], [0.3, 0.0, -0.1], [-0.4, 0.7, -0.2], [0.7, 0.4, -1.6], [-0.7, -0.3, -0.4], [0.4, 0.3, -0.3], [-0.3, 0.9, -1.3], [0.5, 3.0, 0.8], [-0.1, -1.2, 0.0], [-0.4, -0.9, 0.1], [0.3, -0.3, 0.2], [-2.0, 0.3, -0.4]],
  "lowdin_charge": [-0.10, -0.17, -0.17, -0.19, -0.21, -0.20, -0.28, -0.10, 0.03, 0.10, 0.05, 0.11, 0.13, 0.09, 0.11, 0.12, 0.09, 0.11, 0.09, 0.06, 0.10, 0.04, 0.07, 0.11]
}

Record 4
{
  "formula": "C8H16AsCdNOS8",
  "method": "ωB97M-V with the def2-TZVPD basis set",
  "total_charge": 0,
  "max_force_ha_per_bohr": 0.041,
  "lumo_energy_ev": -0.194,
  "homo_lumo_gap_ha": 0.2766,
  "elements": ["Cd", "C", "C", "S", "C", "C", "S", "C", "C", "S", "C", "C", "S", "H", "H", "H", "H", "H", "H", "H", "H", "H", "H", "H", "H", "H", "H", "H", "H", "S", "As", "S", "S", "S", "O", "N"],
  "coordinates": [[1.564, 0.680, -0.685], [-1.709, 2.634, -0.150], [-2.376, 1.301, -0.379], [-1.322, 0.189, -1.279], [-2.011, -1.413, -0.869], [-1.103, -2.589, -1.232], [0.531, -2.542, -0.542], [0.393, -2.903, 1.258], [1.416, -2.086, 2.012], [1.362, -0.269, 1.815], [-0.332, 0.130, 2.212], [-0.638, 1.642, 2.216], [-0.126, 2.634, 0.772], [-2.359, 3.312, 0.408], [-1.516, 3.149, -1.079], [-3.266, 1.451, -1.001], [-2.671, 0.828, 0.558], [-2.937, -1.555, -1.437], [-2.197, -1.480, 0.180], [-1.011, -2.565, -2.340], [-1.596, -3.497, -0.860], [0.595, -3.978, 1.356], [-0.593, -2.600, 1.567], [2.414, -2.410, 1.620], [1.416, -2.291, 3.074], [-0.650, -0.306, 3.134], [-0.891, -0.305, 1.356], [-0.120, 2.176, 3.028], [-1.658, 1.852, 2.445], [3.563, 2.268, -0.555], [4.159, 1.057, -2.201], [3.112, -0.826, -2.033], [2.733, 2.323, -3.780], [6.004, 1.095, -3.033], [0.639, 2.239, -2.272], [1.180, 2.653, -3.284]],
  "forces_ev_per_angstrom": [[-0.1, -0.1, 0.0], [0.2, 0.7, 0.5], [-0.6, 0.0, -0.1], [1.0, -0.4, -0.7], [-0.2, -0.4, -0.6], [-0.8, 0.3, -0.2], [1.2, 0.1, 0.0], [-0.4, 0.2, -1.0], [1.2, -0.1, -0.8], [0.9, 0.0, 0.5], [-1.0, 0.4, -1.8], [1.7, 0.6, 0.6], [-0.6, -0.6, -0.2], [-0.2, -0.3, 0.0], [0.3, 0.0, -0.4], [0.0, 0.1, 0.3], [-0.1, 0.1, 0.0], [-0.1, 0.1, 0.3], [-0.5, 0.2, 0.9], [0.3, -0.6, 0.7], [0.0, 0.1, -0.6], [-0.3, 0.4, 0.4], [-0.5, -0.4, 0.2], [-0.5, 0.7, 0.4], [-0.2, -0.1, 0.2], [-0.1, -0.3, 0.7], [-0.1, 0.1, 0.8], [0.2, -0.6, 0.0], [-1.0, -0.2, -0.1], [0.2, 0.3, 0.7], [-0.7, 0.1, -0.4], [-0.2, 0.1, 0.0], [0.0, -0.3, 0.1], [0.4, 0.1, -0.2], [0.2, -0.5, 0.4], [0.2, 0.5, -0.8]],
  "lowdin_charge": [0.91, -0.52, -0.53, 0.84, -0.54, -0.55, 0.77, -0.49, -0.51, 0.79, -0.54, -0.51, 0.81, 0.08, 0.07, 0.09, 0.07, 0.09, 0.05, 0.10, 0.09, 0.09, 0.06, 0.10, 0.08, 0.09, 0.02, 0.08, 0.07, -0.12, -0.48, -0.14, 0.55, -0.02, -0.40, -0.54]
}